No. 1
Here is a single C3H3NO molecule from the Open Molecules 2025 dataset. Energies are from ωB97M-V/def2-TZVPD.

Values from the calculation:
Largest force on an atom, eV/A: 3.6
Energy above the lowest of the compared OMol25 structures with the same formula, charge and spin, eV: 0.773
Electronic energy, eV: -6695.7189
SMILES: CC(=O)C#N
HOMO-LUMO gap, eV: 11.051

```
! wB97M-V def2-TZVPD RIJCOSX def2/J DEFGRID3
* xyz 0 1
C 1.383 0.475 0.073
C 0.407 -0.661 0.030
C -0.916 0.043 -0.022
N 2.190 1.270 -0.048
O 0.742 -1.820 -0.020
H -1.024 0.828 -0.902
H -1.062 0.562 0.843
H -1.720 -0.696 0.047
*
```

Want to see where the charge sits? The Mulliken charges in e are:
1 C 0.215
2 C 0.609
3 C -1.014
4 N -0.327
5 O -0.462
6 H 0.296
7 H 0.371
8 H 0.312

No. 2
Here is a molecular structure, C27H18BrGaN4O7S from the Open Molecules 2025 dataset. Energies are from ωB97M-V/def2-TZVPD.

Values from the calculation:
Largest force on an atom, eV/A: 0.5
Energy above the lowest of the compared OMol25 structures with the same formula, charge and spin, eV: 0.314
Electronic energy, eV: -181843.1995
HOMO-LUMO gap, eV: 7.392

```
! wB97M-V def2-TZVPD RIJCOSX def2/J DEFGRID3
* xyz 0 1
Ga -0.262 0.332 0.174
C 10.311 -0.475 8.832
O 8.935 -0.350 9.149
C 8.056 -0.289 8.124
C 6.710 -0.163 8.476
C 5.742 -0.096 7.503
C 6.084 -0.150 6.147
C 7.423 -0.272 5.808
C 8.411 -0.343 6.781
C 5.020 -0.081 5.147
N 3.742 0.063 5.416
C 3.112 0.077 4.204
C 4.020 -0.065 3.175
N 5.239 -0.165 3.797
C 3.651 -0.108 1.797
C 4.496 -0.288 0.690
C 3.960 -0.344 -0.573
C 2.581 -0.204 -0.743
N 1.786 -0.003 0.290
C 2.284 0.032 1.535
C 1.321 0.176 2.599
N 0.033 0.248 2.224
C -0.918 0.313 3.136
C -0.615 0.342 4.500
C 0.697 0.288 4.904
C 1.708 0.190 3.938
H 10.836 -0.504 9.782
H 10.662 0.379 8.249
H 10.507 -1.399 8.282
H 6.454 -0.123 9.526
H 4.699 0.000 7.771
H 7.735 -0.313 4.770
H 9.444 -0.438 6.479
H 6.131 -0.293 3.355
H 5.565 -0.396 0.829
H 4.588 -0.500 -1.438
H 2.098 -0.267 -1.710
H -1.934 0.326 2.765
H -1.420 0.401 5.218
H 0.968 0.305 5.951
O -0.320 -0.792 -1.378
S -1.420 -1.712 -0.735
O -0.784 -2.829 -0.090
O -1.871 -0.669 0.354
O -2.473 -1.990 -1.657
Br -1.389 8.834 -0.970
C -0.914 7.044 -0.570
C -1.603 6.008 -1.179
C -1.254 4.700 -0.879
C -0.225 4.440 0.019
C 0.456 5.493 0.617
C 0.115 6.803 0.327
C 0.165 3.038 0.362
O 1.089 2.793 1.122
O -0.561 2.114 -0.222
H -2.401 6.221 -1.876
H -1.780 3.875 -1.338
H 1.254 5.268 1.312
H 0.636 7.629 0.790
*
```

Want to see where the charge sits? The Mulliken charges in e are:
1 Ga 0.229
2 C -0.846
3 O -0.462
4 C 0.949
5 C -0.582
6 C -0.521
7 C 0.338
8 C -0.765
9 C -0.656
10 C 0.316
11 N -0.850
12 C 0.729
13 C -0.006
14 N -0.142
15 C 0.062
16 C -0.401
17 C -1.037
18 C -0.249
19 N -0.120
20 C 0.822
21 C 0.479
22 N -0.176
23 C -0.156
24 C -0.950
25 C -0.342
26 C -0.015
27 H 0.243
28 H 0.342
29 H 0.341
30 H 0.426
31 H 0.487
32 H 0.219
33 H 0.396
34 H 0.186
35 H 0.453
36 H 0.420
37 H 0.512
38 H 0.532
39 H 0.422
40 H 0.606
41 O -0.539
42 S 1.056
43 O -0.647
44 O -0.532
45 O -0.614
46 Br -0.189
47 C 0.134
48 C -0.588
49 C -0.264
50 C -0.015
51 C -0.320
52 C -0.542
53 C 0.740
54 O -0.619
55 O -0.023
56 H 0.428
57 H 0.462
58 H 0.424
59 H 0.416

No. 3
Here is a single CH3ClO3S molecule from the Open Molecules 2025 dataset. Energies are from ωB97M-V/def2-TZVPD.

Values from the calculation:
Largest force on an atom, eV/A: 8.4
Energy above the lowest of the compared OMol25 structures with the same formula, charge and spin, eV: 1.387
Electronic energy, eV: -30583.2678
SMILES: COS(=O)(=O)Cl
HOMO-LUMO gap, eV: 10.725

```
! wB97M-V def2-TZVPD RIJCOSX def2/J DEFGRID3
* xyz 0 1
C -1.303 -0.083 -0.088
O 0.986 -0.128 1.526
O 2.374 -1.059 -0.565
O -0.076 -0.571 -0.739
S 1.198 -0.108 0.072
Cl 1.593 1.759 -0.517
H -1.392 -0.535 0.947
H -2.329 -0.288 -0.627
H -1.052 1.012 -0.008
*
```

Want to see where the charge sits? The Mulliken charges in e are:
1 C -0.558
2 O -0.470
3 O -0.525
4 O -0.184
5 S 0.994
6 Cl -0.077
7 H 0.296
8 H 0.231
9 H 0.293

No. 4
Here is a gas-phase ion, C6H15N2 (charge +1) from the Open Molecules 2025 dataset. Energies are from ωB97M-V/def2-TZVPD.

Values from the calculation:
Largest force on an atom, eV/A: 2.3
Energy above the lowest of the compared OMol25 structures with the same formula, charge and spin, eV: 1.554
Electronic energy, eV: -9438.4178
SMILES: [NH3+]CCN1CCCC1
HOMO-LUMO gap, eV: 9.678

```
! wB97M-V def2-TZVPD RIJCOSX def2/J DEFGRID3
* xyz 1 1
N -1.364 -1.489 -1.761
C -1.873 -1.296 -0.350
C -0.669 -1.123 0.581
N 0.161 -0.076 0.011
C -0.316 1.284 0.436
C 0.966 2.088 0.206
C 1.959 1.230 0.920
C 1.657 -0.145 0.273
H -1.933 -1.002 -2.424
H -0.419 -1.080 -1.696
H -1.272 -2.479 -1.915
H -2.597 -2.074 -0.133
H -2.385 -0.334 -0.304
H -1.040 -0.922 1.591
H -0.140 -2.082 0.598
H -0.688 1.190 1.455
H -1.092 1.652 -0.241
H 1.123 2.085 -0.869
H 0.816 3.128 0.492
H 1.929 1.177 2.022
H 3.032 1.458 0.970
H 2.052 -0.969 0.858
H 2.093 -0.220 -0.717
*
```

Want to see where the charge sits? The Mulliken charges in e are:
1 N -0.180
2 C -0.793
3 C -0.502
4 N 0.056
5 C -0.744
6 C -0.652
7 C -0.665
8 C -0.749
9 H 0.333
10 H 0.286
11 H 0.352
12 H 0.439
13 H 0.350
14 H 0.408
15 H 0.381
16 H 0.354
17 H 0.330
18 H 0.260
19 H 0.401
20 H 0.317
21 H 0.383
22 H 0.345
23 H 0.290

No. 5
Here is a molecular structure, C18H15BaCl from the Open Molecules 2025 dataset. Energies are from ωB97M-V/def2-TZVPD.

Values from the calculation:
Largest force on an atom, eV/A: 6.1
Electronic energy, eV: -32123.0849
HOMO-LUMO gap, eV: 5.603

```
! wB97M-V def2-TZVPD RIJCOSX def2/J DEFGRID3
* xyz -2 1
C -2.447 -1.032 -2.071
C -1.776 -1.213 -3.335
C -1.541 0.087 -3.902
H -1.365 -2.172 -3.717
C -2.049 1.083 -2.994
C -2.630 0.391 -1.856
H -2.786 0.853 -0.841
H -2.545 -1.819 -1.286
H -0.949 0.290 -4.818
H -1.790 2.170 -3.024
Ba 0.005 0.085 -1.218
Cl 0.240 -2.480 -0.078
C 2.700 0.072 -1.720
C 2.263 1.332 -2.321
C 1.679 1.025 -3.601
H 2.083 2.286 -1.760
C 1.756 -0.402 -3.806
C 2.362 -0.990 -2.648
H 2.345 -2.076 -2.415
H 2.810 -0.087 -0.608
H 1.135 1.740 -4.257
H 1.312 -0.959 -4.657
C -0.654 0.724 0.852
C -0.274 0.395 1.992
C -0.128 0.279 3.335
C -1.096 0.839 4.194
C -0.971 0.639 5.563
C 0.113 -0.095 6.076
C 1.078 -0.635 5.205
C 0.965 -0.450 3.834
H -1.934 1.403 3.767
H -1.730 1.055 6.234
H 0.203 -0.252 7.150
H 1.925 -1.210 5.602
H 1.690 -0.875 3.128
*
```

Want to see where the charge sits? The Mulliken charges in e are:
1 C -0.593
2 C -0.365
3 C -0.191
4 H 0.239
5 C -0.728
6 C -0.690
7 H 0.583
8 H 0.277
9 H 0.447
10 H 0.229
11 Ba 1.288
12 Cl -0.818
13 C -0.568
14 C -0.918
15 C -0.296
16 H 0.315
17 C -0.266
18 C -0.446
19 H 0.241
20 H 0.447
21 H 0.335
22 H 0.378
23 C -0.644
24 C -0.412
25 C 0.538
26 C -0.452
27 C -0.326
28 C -0.438
29 C -0.335
30 C -0.583
31 H 0.401
32 H 0.316
33 H 0.327
34 H 0.319
35 H 0.390

No. 6
Here is a single C4H6N2 molecule from the Open Molecules 2025 dataset. Energies are from ωB97M-V/def2-TZVPD.

Values from the calculation:
Largest force on an atom, eV/A: 1.9
Energy above the lowest of the compared OMol25 structures with the same formula, charge and spin, eV: 4.017
Electronic energy, eV: -7221.5737
SMILES: [H]/N=C1\[C@H]2CN[C@@H]12
HOMO-LUMO gap, eV: 9.874

```
! wB97M-V def2-TZVPD RIJCOSX def2/J DEFGRID3
* xyz 0 1
N -1.170 -1.442 1.489
C -0.465 -0.507 1.027
C 0.029 0.810 0.758
C 0.732 -0.412 0.089
C 0.188 0.113 -1.242
N -0.296 1.335 -0.551
H 0.482 1.381 1.562
H 1.810 -0.493 0.218
H -0.577 -2.135 1.030
H -0.592 -0.514 -1.705
H 0.941 0.342 -2.006
H -1.266 1.590 -0.693
*
```

Want to see where the charge sits? The Mulliken charges in e are:
1 N -0.703
2 C 0.561
3 C -0.280
4 C -0.477
5 C -0.360
6 N -0.428
7 H 0.307
8 H 0.309
9 H 0.341
10 H 0.232
11 H 0.254
12 H 0.243